{"formula": "CH2N2O2S", "method": "wB97M-V/def2-TZVPD", "de_lowest_kj_mol": 280.9, "molar_mass_g_mol": 106.11, "homo_lumo_gap_ev": 11.04, "e_tot_ha": -697.4440, "symbols": ["C", "N", "N", "O", "O", "S", "H", "H"], "xyz": [[1.255226, 0.056696, -0.133799], [-2.662427, 1.688302, 0.210756], [-2.183213, 0.993696, -0.493103], [-0.838994, -1.290047, 0.973811], [1.632580, -1.290555, -0.077842], [-0.064308, -1.143717, -0.198691], [1.442821, 0.368020, -1.096369], [1.418314, 0.617604, 0.815239]], "atomic_forces_ev_per_a": [[-0.78, -0.57, 2.03], [0.64, -0.94, -0.96], [-0.74, 1.08, 0.94], [-0.93, -0.29, 2.37], [-0.53, -1.37, 0.71], [1.89, 0.24, -2.33], [0.70, 2.00, -1.68], [-0.23, -0.14, -1.09]], "nbo_charge": [-0.302, 0.022, -0.023, -0.901, -0.649, 1.444, 0.192, 0.217]}

=====

{"formula": "CH2N2O2S", "method": "wB97M-V/def2-TZVPD", "de_lowest_kj_mol": 532.7, "molar_mass_g_mol": 106.11, "homo_lumo_gap_ev": 8.58, "smiles": "O=[N+]([O-])NC=S", "e_tot_ha": -697.3481, "symbols": ["O", "N", "O", "N", "C", "S", "H", "H"], "xyz": [[-1.951679, -0.761303, 0.678383], [-1.654417, -0.001354, -0.193854], [-2.412971, 0.555608, -0.938415], [-0.320734, 0.382381, -0.406554], [0.707940, -0.125487, 0.339038], [2.292270, 0.035938, 0.139475], [-0.046222, 1.072444, -1.091300], [0.454035, -0.829073, 1.195117]], "atomic_forces_ev_per_a": [[0.81, -0.54, 0.47], [-0.16, 1.30, -0.63], [-0.54, 0.31, -0.70], [1.58, -0.93, 1.36], [-0.47, -2.03, 1.86], [0.35, 0.73, -0.63], [-0.98, 0.06, -0.42], [-0.59, 1.11, -1.29]], "nbo_charge": [-0.348, 0.657, -0.365, -0.474, -0.146, 0.000, 0.437, 0.239]}

=====

{"formula": "CH2N2O2S", "method": "wB97M-V/def2-TZVPD", "de_lowest_kj_mol": 513.0, "molar_mass_g_mol": 106.11, "homo_lumo_gap_ev": 9.86, "e_tot_ha": -697.3556, "symbols": ["C", "N", "N", "O", "O", "S", "H", "H"], "xyz": [[1.507362, -1.177739, 0.032677], [1.973897, -2.185088, 0.200990], [-1.152914, -0.183131, 0.077495], [0.257454, 1.671434, -1.128934], [0.495768, 1.412520, 1.267384], [0.243396, 0.762519, 0.034032], [-2.024242, 0.252917, 0.337052], [-1.300721, -0.553432, -0.820692]], "atomic_forces_ev_per_a": [[-3.42, 6.43, -0.79], [1.69, -3.46, 0.50], [1.42, 0.42, 0.93], [0.55, -3.00, 1.51], [0.12, -0.99, 0.58], [-0.64, 0.60, -1.75], [0.16, 0.85, 0.57], [0.11, -0.85, -1.54]], "nbo_charge": [0.030, -0.386, -1.015, -0.816, -0.832, 2.199, 0.419, 0.401]}

=====

{"formula": "CH2N2O2S", "method": "wB97M-V/def2-TZVPD", "de_lowest_kj_mol": 272.3, "molar_mass_g_mol": 106.11, "homo_lumo_gap_ev": 9.32, "e_tot_ha": -697.4472, "symbols": ["C", "N", "N", "O", "O", "S", "H", "H"], "xyz": [[-1.642454, 1.098682, -0.198090], [-0.727291, 0.098253, -0.336799], [-2.233096, 2.067803, 0.004829], [1.667332, -1.447789, -0.766311], [2.311677, -0.708172, 1.477237], [2.003689, -0.346363, 0.132706], [-0.409613, -0.132410, 0.622694], [-0.970243, -0.630001, -0.936268]], "atomic_forces_ev_per_a": [[0.55, 0.33, -0.14], [-0.10, 2.15, 2.44], [-0.20, -0.35, -0.16], [0.45, 1.49, 1.01], [-0.04, 0.17, 0.45], [0.18, -1.75, -1.63], [-0.52, -0.49, -1.13], [-0.33, -1.55, -0.84]], "nbo_charge": [0.394, -0.856, -0.352, -0.839, -0.823, 1.654, 0.402, 0.419]}

=====

{"formula": "CH2N2O2S", "method": "wB97M-V/def2-TZVPD", "de_lowest_kj_mol": 524.0, "molar_mass_g_mol": 106.11, "homo_lumo_gap_ev": 9.36, "e_tot_ha": -697.3514, "symbols": ["C", "N", "N", "O", "O", "S", "H", "H"], "xyz": [[-1.335716, -0.326323, 0.097965], [1.363597, 1.859207, 0.549203], [2.346093, 1.605602, 0.130894], [-1.668863, -2.707414, -0.487430], [3.243387, 1.128688, -0.387792], [-0.646066, -1.708654, -0.508520], [-2.461954, -0.391734, 0.290766], [-0.840478, 0.540627, 0.314917]], "atomic_forces_ev_per_a": [[-1.81, -3.43, -0.97], [-2.42, 1.66, 1.61], [-1.38, -0.76, -0.03], [-1.30, -2.50, -0.55], [3.83, -0.89, -1.58], [-0.17, 3.88, 1.45], [1.81, 0.02, -0.20], [1.44, 2.04, 0.28]], "nbo_charge": [-0.726, -0.113, 0.441, -0.914, -0.327, 1.184, 0.239, 0.215]}

=====

{"formula": "CH2N2O2S2", "method": "wB97M-V/def2-TZVPD", "de_lowest_kj_mol": 384.9, "molar_mass_g_mol": 138.17, "homo_lumo_gap_ev": 8.88, "smiles": "O=[N+]([O-])N=C(S)S", "e_tot_ha": -1095.5032, "symbols": ["O", "N", "O", "N", "C", "S", "S", "H", "H"], "xyz": [[-1.236438, 0.979508, 1.297053], [-1.587722, -0.174405, 0.979195], [-2.548426, -0.723118, 1.447180], [-0.899963, -0.909323, 0.135538], [0.212383, -0.263100, -0.416634], [1.127295, -1.111231, -1.577554], [0.833503, 1.209140, 0.161033], [2.402832, -0.476905, -1.224180], [1.696535, 1.469435, -0.801632]], "atomic_forces_ev_per_a": [[-0.30, -0.72, -0.02], [-1.09, 1.62, 1.95], [-0.81, -0.12, 0.33], [4.76, 0.51, -3.96], [-2.52, -1.31, 2.30], [2.09, 0.08, -0.10], [-0.61, 1.52, 0.95], [-2.21, -1.09, -0.73], [0.67, -0.49, -0.73]], "nbo_charge": [-0.452, 0.597, -0.343, -0.359, -0.122, 0.168, 0.273, 0.161, 0.078]}

=====

{"formula": "CH2N2O3", "method": "wB97M-V/def2-TZVPD", "de_lowest_kj_mol": 615.4, "molar_mass_g_mol": 90.04, "homo_lumo_gap_ev": 11.47, "e_tot_ha": -374.2447, "symbols": ["C", "N", "N", "O", "O", "O", "H", "H"], "xyz": [[2.779835, 1.456261, -0.132407], [4.426569, -0.450546, -0.906799], [3.995912, -1.181682, -0.086221], [4.595642, -0.095943, 0.554830], [3.513201, -2.156670, 0.230785], [2.769772, 2.549192, 0.175229], [-0.085210, 0.966757, 0.380837], [-0.256517, 0.966070, -0.364001]], "atomic_forces_ev_per_a": [[-0.70, 1.70, 0.29], [0.87, 1.14, -3.57], [1.25, 1.22, -0.10], [0.74, 0.77, 2.24], [-2.22, -3.66, 1.45], [0.13, -1.16, -0.31], [-0.21, -0.01, -0.77], [0.15, 0.00, 0.77]], "nbo_charge": [0.487, 0.046, 0.554, -0.303, -0.279, -0.506, -0.003, 0.003]}

=====

{"formula": "CH2N2O3", "method": "wB97M-V/def2-TZVPD", "de_lowest_kj_mol": 379.3, "molar_mass_g_mol": 90.04, "homo_lumo_gap_ev": 10.99, "e_tot_ha": -374.3347, "symbols": ["C", "N", "N", "O", "O", "O", "H", "H"], "xyz": [[-2.615367, -1.552391, 0.204094], [-2.447482, -0.424327, -0.236418], [-2.498793, 0.998230, -0.197525], [-2.048812, 1.562481, 0.739411], [-3.023417, 1.479261, -1.134309], [-2.605835, -2.656968, 0.579449], [1.160537, 0.886570, -0.888028], [1.642791, 0.506970, -1.574267]], "atomic_forces_ev_per_a": [[1.03, 2.00, 0.26], [0.05, -2.02, 0.05], [-0.83, -1.06, 0.55], [0.90, -0.12, 1.28], [-0.65, 0.47, -1.68], [-0.48, 0.72, -0.46], [2.03, -1.59, -2.88], [-2.04, 1.59, 2.89]], "nbo_charge": [0.898, -0.505, 0.680, -0.310, -0.299, -0.463, -0.006, 0.005]}

=====

Which formula does entry 4 have?
CH2N2O2S